No. 1
{
  "formula": "C34H36AsNP2S3SbZr",
  "method": "ωB97M-V/def2-TZVPD",
  "elements": ["Sb", "Zr", "As", "S", "S", "S", "P", "P", "N", "C", "C", "C", "C", "C", "C", "C", "C", "C", "C", "C", "C", "C", "C", "C", "C", "C", "C", "C", "C", "C", "C", "C", "C", "C", "C", "C", "C", "C", "C", "C", "C", "C", "C", "H", "H", "H", "H", "H", "H", "H", "H", "H", "H", "H", "H", "H", "H", "H", "H", "H", "H", "H", "H", "H", "H", "H", "H", "H", "H", "H", "H", "H", "H", "H", "H", "H", "H", "H", "H"],
  "coordinates": [[-4.95, -0.36, -0.65], [-1.80, 0.24, -0.24], [-2.06, -0.58, -2.99], [-3.10, -1.69, 0.25], [-3.63, 1.70, -0.84], [-4.54, -1.07, -2.89], [-1.12, -0.13, 2.39], [0.87, -0.05, 0.50], [0.34, 0.65, 1.96], [-1.32, -2.38, -2.95], [-4.18, 3.29, 2.35], [-3.62, 1.00, 2.84], [-1.97, 2.50, 1.92], [3.96, -2.47, 1.56], [2.40, -0.32, -6.08], [2.35, 3.54, -0.77], [-1.03, -0.82, 4.02], [3.23, 3.15, -1.78], [-2.30, 1.24, 2.41], [-0.39, 0.68, -3.00], [1.89, -1.46, 0.86], [-1.21, -0.60, 6.40], [1.44, -0.77, -3.92], [2.35, -1.08, -4.92], [2.00, -3.85, 1.22], [1.68, 2.58, -0.03], [-0.64, -2.15, 4.16], [3.45, 1.80, -2.02], [1.53, 0.75, -6.24], [2.79, 0.84, -1.27], [0.61, 1.06, -5.24], [1.90, 1.22, -0.27], [0.56, 0.30, -4.07], [-0.52, -2.70, 5.43], [-2.90, 3.53, 1.91], [-0.80, -1.92, 6.55], [-1.33, -0.04, 5.14], [-2.45, -0.34, -4.87], [1.28, -2.72, 0.87], [1.30, 1.12, 2.98], [3.34, -3.72, 1.57], [-4.55, 2.02, 2.81], [3.24, -1.34, 1.20], [3.91, -4.60, 1.84], [5.00, -2.38, 1.83], [3.72, -0.38, 1.19], [-0.84, 1.66, -3.13], [-1.52, -0.51, -5.41], [-0.42, -2.76, 3.29], [-1.65, 0.99, 5.03], [-0.72, -2.34, 7.54], [-0.70, -2.54, -3.83], [2.98, -0.21, -1.48], [-3.91, 0.02, 3.22], [3.75, 3.90, -2.36], [3.03, -1.92, -4.79], [2.19, 4.59, -0.57], [-0.21, -3.73, 5.56], [1.66, 0.27, 3.57], [-4.92, 4.09, 2.35], [2.15, 1.60, 2.49], [3.11, -0.56, -6.86], [4.14, 1.50, -2.81], [0.11, 0.65, -2.03], [0.82, 1.84, 3.64], [1.01, 2.89, 0.76], [0.23, -2.82, 0.59], [-2.82, 0.67, -5.04], [-1.43, 0.00, 7.28], [-5.56, 1.84, 3.16], [1.57, 1.35, -7.14], [-2.17, -3.06, -2.94], [-0.06, 1.90, -5.37], [-0.73, -2.54, -2.05], [1.53, -4.82, 1.22], [-0.96, 2.69, 1.59], [1.42, -1.36, -3.01], [-3.20, -1.06, -5.16], [-2.62, 4.50, 1.53]],
  "homo_lumo_gap_ha": [0.23652, 0.22418],
  "e_above_lowest_kj_mol": 152.0,
  "spin_multiplicity": 2,
  "s_squared": 0.7666,
  "total_charge": 2,
  "homo_ha": [-0.4693, -0.4981]
}

***

No. 2
{
  "formula": "C34H36ClN5O4PdS",
  "method": "ωB97M-V/def2-TZVPD",
  "elements": ["Pd", "Cl", "S", "O", "O", "O", "O", "N", "N", "N", "N", "N", "C", "C", "C", "C", "C", "C", "C", "C", "C", "C", "C", "C", "C", "C", "C", "C", "C", "C", "C", "C", "C", "C", "C", "C", "C", "C", "C", "C", "C", "C", "C", "C", "C", "C", "H", "H", "H", "H", "H", "H", "H", "H", "H", "H", "H", "H", "H", "H", "H", "H", "H", "H", "H", "H", "H", "H", "H", "H", "H", "H", "H", "H", "H", "H", "H", "H", "H", "H", "H", "H"],
  "coordinates": [[1.12, -1.09, -1.35], [4.64, 1.61, 3.00], [-1.81, 1.80, 3.38], [-0.87, 2.83, 2.99], [-0.31, -3.88, 3.65], [-2.28, 0.97, 2.29], [-0.16, -2.24, 5.04], [-1.29, -6.69, -3.27], [0.37, -0.50, 2.86], [-0.14, -2.72, 3.93], [0.06, -2.97, -2.09], [0.45, -1.15, 0.76], [-4.40, 2.41, -0.61], [-0.39, 0.16, -2.31], [0.10, -1.86, 2.83], [1.64, 1.37, -2.98], [-0.31, 1.39, -4.44], [0.44, 0.33, 4.04], [4.23, 0.38, -0.77], [0.17, -2.24, 1.51], [1.71, 2.54, -5.07], [4.32, 0.63, 1.62], [0.57, -0.12, 1.59], [-2.61, 3.55, 5.28], [-2.53, 3.82, -1.20], [0.65, -3.62, -3.10], [4.53, 1.15, 0.33], [3.90, -0.69, 1.78], [-3.84, 3.67, -0.74], [0.40, 2.16, -5.34], [3.36, -1.72, -1.77], [-0.87, -5.48, -2.90], [-3.18, 2.55, 4.30], [0.91, 1.25, 1.15], [-1.48, -4.76, -1.86], [0.23, -4.85, -3.53], [-0.99, -3.53, -1.50], [3.71, -0.94, -0.64], [2.32, 2.16, -3.88], [0.30, 0.98, -3.23], [-1.78, 2.71, -1.50], [-0.94, 0.70, 4.57], [3.61, -1.47, 0.69], [-2.33, 1.41, -1.35], [-3.65, 1.29, -0.89], [-1.58, 0.22, -1.67], [-5.42, 2.30, -0.28], [0.98, -0.21, 4.82], [3.31, -2.50, 0.82], [-2.08, -7.13, -2.82], [3.83, -1.10, 2.78], [-0.83, 1.26, 5.50], [4.94, 2.13, 0.21], [2.24, 3.15, -5.79], [0.97, 1.25, 3.78], [4.43, 0.77, -1.76], [-0.76, 2.82, -1.82], [0.74, -5.34, -4.35], [1.49, -3.13, -3.58], [2.10, 1.11, -2.03], [-2.11, 4.80, -1.32], [-0.06, 2.47, -6.26], [-4.41, 4.55, -0.48], [-1.57, -0.17, 4.74], [3.66, -1.36, -2.75], [0.01, -3.22, 1.10], [3.32, 2.49, -3.66], [-1.99, 4.27, 4.75], [1.92, 1.52, 1.47], [-3.72, 1.74, 4.77], [0.22, 1.98, 1.56], [-1.32, 1.08, -4.65], [-2.03, -0.70, -1.31], [-3.81, 3.02, 3.55], [0.87, 1.29, 0.05], [-3.41, 4.09, 5.79], [3.29, -2.80, -1.64], [-1.47, -2.97, -0.70], [-2.01, 3.07, 6.04], [-0.86, -7.18, -4.03], [-2.33, -5.18, -1.33], [-4.09, 0.30, -0.79]],
  "homo_lumo_gap_ha": [0.18852, 0.18987],
  "total_charge": 2,
  "homo_ha": [-0.4758, -0.4771]
}